No. 1
Formula: C12H16AuClRu
Source: the Open Molecules 2025 dataset
Level of theory: ωB97M-V/def2-TZVPD

Calculated values
⟨S²⟩: 15.79
Lowest unoccupied orbital energy (spin up / spin down), Eh: 0.1160 / 0.0165
Relative energy (zero: lowest compared OMol25 entry of this formula, charge and spin), kcal per mole: 0.0
Frontier orbital gap (spin up / spin down), eV: 5.74 / 4.81
Spin multiplicity: 8
Max |F|, eV/A: 3.1
Molecular weight, g mol⁻¹: 493.7
Charge: -1

Cartesian coordinates (Å):
Ru: 0.71669 -1.45253 -3.57001
Cl: 1.07150 -3.61392 -3.09740
C: 2.02445 0.02812 -3.48266
C: -0.75719 -0.52512 -4.53946
H: 2.29850 0.30395 -4.51253
H: 1.60215 0.88451 -2.93907
H: 2.91925 -0.33927 -2.93503
H: -0.34078 -0.31514 -5.55006
H: -1.05842 0.40418 -4.03114
H: -1.61079 -1.22440 -4.61849
Au: -0.80313 1.02292 -0.86302
C: -2.64892 -1.22689 -0.04478
C: -0.58893 2.89767 -1.46183
H: -2.81670 -0.99945 -1.10213
H: -2.54359 -2.31480 0.09347
H: -3.53217 -0.92656 0.51475
H: -1.45273 3.42035 -1.91333
H: 0.13928 3.51786 -0.91179
C: -1.43761 -0.49018 0.42693
C: -0.92286 -0.60909 1.59935
C: -0.06577 -0.22798 2.61926
C: -0.36644 -0.74014 3.92030
C: 0.44936 -0.43699 4.99369
C: 1.57882 0.37770 4.81143
C: 1.88589 0.91002 3.53761
C: 1.07037 0.62690 2.45339
H: -1.26124 -1.35076 4.05846
H: 0.20466 -0.82272 5.99052
H: 2.23643 0.61444 5.66085
H: 2.75650 1.55210 3.42574
H: 1.25342 1.05524 1.46699

No. 2
Formula: C72H160N7O3P
Source: the Open Molecules 2025 dataset
Level of theory: ωB97M-V/def2-TZVPD

Calculated values
Lowest unoccupied orbital energy, Eh: -0.4015
Relative energy (zero: lowest compared OMol25 entry of this formula, charge and spin), kcal per mole: 0.0
Frontier orbital gap, eV: 9.46
Max |F|, eV/A: 6.1
Molecular weight, g mol⁻¹: 1203.1
Charge: +6

Cartesian coordinates (Å):
C: 0.56994 6.85390 -4.29954
C: 1.06635 5.51701 -4.85336
C: 2.25395 4.78837 -4.05793
C: 2.78064 3.60244 -4.87992
P: 3.95279 2.40977 -4.02908
C: 4.47332 1.20389 -5.28562
C: 3.37412 0.43704 -6.07268
C: 3.00768 -0.87040 -5.31449
C: 4.07179 -1.97048 -5.65810
C: 2.84103 1.75609 -2.76773
C: 1.42555 1.37065 -3.14106
C: 0.67719 0.62599 -2.06107
C: -0.74269 0.23072 -2.53536
C: 5.38959 3.21235 -3.26548
C: 5.99347 4.44416 -4.08886
C: 7.35358 4.90179 -3.54989
C: 8.06035 6.07211 -4.27196
H: 0.52111 6.84210 -3.21070
H: -0.32849 7.21474 -4.80025
H: 1.31845 7.62114 -4.49750
H: 1.32402 5.59135 -5.90986
H: 0.21238 4.84006 -4.87723
H: 1.83470 4.48244 -3.09942
H: 3.13250 5.40409 -3.86525
H: 3.36895 4.03520 -5.68907
H: 1.94235 3.07708 -5.33748
H: 5.26200 0.58539 -4.85719
H: 4.95334 1.82232 -6.04405
H: 3.72192 0.28873 -7.09499
H: 2.49764 1.08273 -6.12716
H: 2.00763 -1.19099 -5.60640
H: 3.02339 -0.77993 -4.22837
H: 4.99768 -1.80360 -5.10766
H: 4.16510 -1.87984 -6.74031
H: 3.63215 -2.94303 -5.43685
H: 2.80385 2.52258 -1.99365
H: 3.21608 0.82069 -2.35246
H: 1.35160 0.77442 -4.05054
H: 0.82451 2.25203 -3.36474
H: 0.51612 1.26392 -1.19204
H: 1.26885 -0.23399 -1.74727
H: -1.39367 -0.25366 -1.80755
H: -0.65053 -0.31930 -3.47189
H: -1.29470 1.16201 -2.66214
H: 6.12628 2.43387 -3.06709
H: 5.01600 3.52051 -2.28897
H: 5.37005 5.32560 -4.23887
H: 6.24760 4.18276 -5.11608
H: 7.96198 3.99739 -3.54672
H: 7.25659 5.03466 -2.47238
H: 9.01279 6.19959 -3.75745
H: 7.42314 6.94294 -4.11794
H: 8.20128 5.87990 -5.33558
C: 5.05684 -4.74196 3.41883
C: 5.62982 -4.57413 1.98866
C: 4.58830 -4.79932 0.94818
C: 3.42775 -3.83198 0.85472
N: 2.32583 -4.34786 -0.14307
C: 2.95976 -4.54041 -1.54549
C: 1.69074 -4.34494 -2.46342
C: 0.68752 -3.47148 -1.70373
C: 1.41319 -3.14352 -0.41126
C: 1.53311 -5.53193 0.45405
H: 4.32988 -3.96970 3.67033
H: 5.82116 -4.86397 4.18631
H: 4.50364 -5.67784 3.49749
H: 6.41840 -5.32588 1.95556
H: 6.17343 -3.64179 1.83591
H: 4.32136 -5.85610 0.94098
H: 5.17608 -4.71365 0.03425
H: 3.75368 -2.84817 0.51712
H: 3.00093 -3.70217 1.84924
H: 3.46934 -5.49389 -1.68444
H: 3.72491 -3.77251 -1.65940
H: 1.23217 -5.30476 -2.70125
H: 1.93233 -3.92160 -3.43836
H: -0.20029 -4.10302 -1.67124
H: 0.44901 -2.56747 -2.26407
H: 0.80460 -2.91887 0.46467
H: 2.08627 -2.32355 -0.66169
H: 0.78152 -5.86894 -0.25984
H: 1.14542 -5.28461 1.44230
H: 2.36748 -6.23313 0.46966
C: 1.81156 -4.93907 5.09726
C: 1.96043 -3.40439 5.13533
C: 0.69890 -2.60051 5.58294
C: -0.57260 -2.66622 4.59106
N: -1.80836 -1.84222 4.90769
C: -2.53474 -2.11931 6.24375
C: -3.96839 -1.79053 5.97415
C: -4.13544 -2.42164 4.55853
C: -2.85165 -2.06527 3.80452
C: -1.34140 -0.35339 4.96853
H: 2.76948 -5.45652 5.14958
H: 1.27124 -5.31659 4.22914
H: 1.21338 -5.23382 5.95946
H: 2.16357 -2.90773 4.18655
H: 2.84249 -3.18420 5.73665
H: 1.05414 -1.57033 5.60815
H: 0.55075 -2.88718 6.62409
H: -0.94690 -3.68906 4.54866
H: -0.19715 -2.51728 3.57866
H: -2.09175 -1.61659 7.10347
H: -2.34429 -3.18359 6.38210
H: -4.14457 -0.71523 5.94612
H: -4.65077 -2.34078 6.62198
H: -5.06175 -2.14842 4.05315
H: -4.04579 -3.50085 4.68246
H: -2.93388 -1.01838 3.51237
H: -2.37442 -2.65867 3.02462
H: -0.66471 -0.11704 4.14735
H: -0.93205 -0.24999 5.97344
H: -2.21599 0.29422 5.03014
C: 9.46284 2.13074 0.05486
C: 7.99956 2.70067 0.13855
C: 7.00200 1.70999 0.78103
C: 5.53381 1.96279 0.45241
N: 4.57895 1.50113 1.63213
C: 3.12129 1.34831 1.15813
C: 2.51893 0.22839 2.15362
C: 3.73785 -0.42330 2.89171
C: 4.95037 0.03408 2.10413
C: 4.61457 2.54064 2.86241
H: 10.11972 2.95370 -0.22685
H: 9.58995 1.29248 -0.63017
H: 9.88316 1.81222 1.00878
H: 7.65938 3.02859 -0.84371
H: 8.00428 3.64606 0.68105
H: 7.19177 1.66540 1.85346
H: 7.27640 0.73900 0.36875
H: 5.35693 1.34152 -0.42556
H: 5.28501 2.99300 0.19773
H: 2.70126 2.35139 1.23239
H: 3.04969 1.19429 0.08144
H: 1.83379 0.71896 2.84501
H: 2.07973 -0.55287 1.53327
H: 3.91846 -0.21420 3.94611
H: 3.63925 -1.50853 2.91760
H: 5.86105 -0.06007 2.69565
H: 4.91015 -0.49055 1.14953
H: 3.88616 2.15221 3.57419
H: 4.25971 3.52701 2.56368
H: 5.63325 2.61610 3.24282
C: -3.64795 5.39878 -0.23007
C: -2.43527 4.43860 -0.45670
C: -1.25120 4.76888 0.41144
C: -1.45389 4.77029 1.95201
N: -0.11254 5.18749 2.76640
C: -0.45980 5.35368 4.30333
C: -0.18651 4.02726 4.99187
C: 0.29623 3.06811 3.95242
C: 0.77735 3.96703 2.79498
C: 0.59441 6.43114 2.17998
H: -4.49733 5.18822 -0.87993
H: -3.32337 6.38234 -0.56972
H: -3.99855 5.47523 0.79917
H: -2.12988 4.51807 -1.50002
H: -2.76517 3.42330 -0.23663
H: -0.95965 5.74859 0.03293
H: -0.37588 4.18558 0.12564
H: -1.57842 3.71111 2.17727
H: -2.27074 5.40808 2.28977
H: 0.18691 6.12187 4.72730
H: -1.49197 5.69665 4.37458
H: 0.63770 4.21046 5.68122
H: -1.00943 3.53751 5.51250
H: 1.19139 2.50025 4.20602
H: -0.42131 2.30404 3.65338
H: 1.75145 4.41320 2.99537
H: 0.81934 3.45270 1.83488
H: 0.00224 7.30963 1.92371
H: 1.04574 6.24051 1.20629
H: 1.25622 6.83277 2.94732
C: -3.56456 2.17510 3.51753
C: -5.03023 1.52407 3.50965
C: -5.56035 0.85502 2.24474
C: -5.46472 1.76067 1.03817
N: -6.28255 1.22296 -0.23333
C: -5.69595 -0.12333 -0.78893
C: -4.54429 0.24603 -1.70199
C: -4.88133 1.65695 -2.16136
C: -6.01422 2.24780 -1.35782
C: -7.79472 1.13655 0.01267
H: -3.24110 2.37662 4.53874
H: -3.67948 3.10181 2.95530
H: -2.84892 1.51153 3.03211
H: -5.77345 2.21322 3.91064
H: -5.09041 0.63847 4.14227
H: -6.50197 0.40998 2.56631
H: -4.88905 0.00680 2.11067
H: -4.40629 1.86041 0.79760
H: -5.83604 2.75037 1.30408
H: -6.40436 -0.71487 -1.36887
H: -5.28934 -0.59555 0.10537
H: -4.56689 -0.51634 -2.48070
H: -3.58737 0.23131 -1.18028
H: -5.11633 1.61167 -3.22476
H: -3.93396 2.18687 -2.06242
H: -6.95681 2.36960 -1.89147
H: -5.71718 3.21578 -0.95424
H: -8.14784 2.08097 0.42678
H: -7.92460 0.32690 0.73079
H: -8.29583 0.90356 -0.92686
C: -9.95203 -4.25770 -1.74388
C: -8.60470 -3.53821 -1.86360
C: -7.31323 -4.41575 -1.72157
C: -6.04528 -3.56908 -1.58346
N: -4.75869 -4.45594 -1.65023
C: -4.59455 -5.26148 -0.31416
C: -4.09204 -4.24230 0.70420
C: -3.09598 -3.38484 -0.10064
C: -3.41040 -3.66287 -1.57983
C: -4.60704 -5.43931 -2.86441
C: -4.95985 -4.77862 -4.16514
C: -4.67861 -5.81413 -5.27231
H: -10.34342 -4.08713 -0.74098
H: -9.93695 -5.32540 -1.96269
H: -10.57753 -3.71352 -2.45150
H: -8.56605 -2.77068 -1.09061
H: -8.46121 -2.86725 -2.71055
H: -7.35773 -5.24776 -2.42434
H: -7.40615 -4.96098 -0.78232
H: -6.02763 -3.05341 -0.62331
H: -6.12636 -2.81143 -2.36288
H: -3.92766 -6.12114 -0.38010
H: -5.51550 -5.66569 0.10603
H: -3.69608 -4.95157 1.43101
H: -4.92983 -3.61645 1.01163
H: -2.04756 -3.60220 0.10350
H: -3.20676 -2.39210 0.33558
H: -2.61390 -4.25830 -2.02610
H: -3.49101 -2.78826 -2.22531
H: -5.23550 -6.30155 -2.64156
H: -3.55223 -5.71226 -2.83341
H: -4.44290 -3.84252 -4.37629
H: -6.00671 -4.47522 -4.15409
H: -3.61929 -5.98545 -5.46361
H: -5.06026 -5.60086 -6.27078
H: -5.14915 -6.75335 -4.98153
N: -0.98622 -0.10251 1.33507
O: -0.50337 0.98880 1.20451
O: -0.27261 -1.06647 1.64868
O: -2.15290 -0.21797 1.27113

Question: What is the molecular weight in the first record?
Answer: 493.7 g mol⁻¹